A cluster of 2 separate species, C3H4N2O2 in total in a non-equilibrium geometry. Source: OMol25; level of theory: ωB97M-V/def2-TZVPD.

```
11
Properties=species:S:1:pos:R:3:mulliken_charge:R:1
N -2.102 -0.712 -0.351 -0.2538
C -1.688 0.255 0.415 -0.5732
C -0.338 0.665 0.629 0.4136
O 2.219 1.459 -0.920 -0.4243
C 2.637 0.425 -0.571 0.8152
O 3.122 -0.600 -0.301 -0.4080
N 0.644 -0.112 0.864 -0.6003
H -1.597 -1.432 -0.885 0.2092
H -3.085 -0.640 -0.566 0.2913
H -0.204 1.772 0.663 0.3480
H 0.393 -1.080 1.022 0.1824
```

The LUMO energy is 0.035 eV. The relative energy (zero: lowest compared OMol25 entry of this formula, charge and spin) comes out at 340.0 kJ/mol. The calculated total energy comes out at -376.63428 Eh.


A structure of composition C7H7N2O3 in a non-equilibrium geometry. Source: OMol25; level of theory: ωB97M-V/def2-TZVPD.

```
19
Properties=species:S:1:pos:R:3:mulliken_charge:R:1
C -2.311 0.309 1.477 -0.5780
C -1.399 1.227 2.115 0.2912
C -1.940 -0.445 0.372 0.3367
C -0.386 1.177 0.165 0.4819
C 0.243 -0.331 1.274 -0.1054
C 2.030 -0.182 -2.642 -0.4044
C 2.326 -1.308 -1.997 -0.6495
N -0.026 1.093 1.578 -0.3939
N -0.539 -0.191 0.006 -0.0812
O -1.616 2.071 2.965 -0.6427
O -2.539 -1.301 -0.311 -0.7238
O -0.557 2.095 -0.549 -0.5971
H -3.303 0.329 1.647 0.4793
H -0.129 -1.115 1.882 0.3466
H 1.059 -0.034 -3.071 0.2493
H 2.865 0.508 -2.872 0.2088
H 1.379 -0.451 1.206 0.1850
H 1.674 -2.058 -1.747 0.3057
H 3.171 -1.392 -1.498 0.2915
```

The LUMO energy is 3.635 eV. Its total charge is -1. The relative energy (zero: lowest compared OMol25 entry of this formula, charge and spin) comes out at 177.9 kJ/mol. The calculated total energy comes out at -606.13448 Eh.


A cluster of 7 separate species, C35H76BIN6O8 in total in a non-equilibrium geometry. Source: OMol25; level of theory: ωB97M-V/def2-TZVPD.

```
127
Properties=species:S:1:pos:R:3:mulliken_charge:R:1
C -0.558 -4.998 3.829 -1.0755
C -0.131 -3.671 3.129 0.3931
C 1.038 -3.961 2.173 -0.8937
C 1.186 -2.907 1.045 -0.3654
C 0.839 -3.578 -0.287 0.7181
C 0.974 -2.660 -1.519 -0.8323
C -0.378 -2.571 -2.239 -0.9986
C -1.492 -1.978 -1.326 -0.4107
C -2.583 -3.009 -1.018 0.8814
C -3.384 -2.667 0.229 -0.2655
C -4.358 -3.738 0.776 -0.9931
C -4.451 -5.088 0.055 -0.7224
C -4.183 -6.280 0.995 -0.0710
C -4.193 -7.614 0.200 -0.7669
B -2.897 -8.477 0.359 0.0816
I -1.876 -8.599 2.274 -0.0292
C -2.301 -9.317 -0.869 -0.4221
O -1.353 -8.602 -1.685 -0.3732
C -0.349 -8.004 -0.984 0.0455
C -0.388 -6.493 -0.981 -0.1066
O 0.502 -8.584 -0.434 -0.4829
H -1.577 -5.278 3.579 0.2112
H 0.151 -5.791 3.617 0.2611
H -0.516 -4.824 4.904 0.3793
H -0.977 -3.316 2.544 -0.3788
H 0.208 -2.948 3.863 0.3659
H 1.982 -4.098 2.699 0.3834
H 0.830 -4.919 1.696 0.2946
H 2.197 -2.505 1.029 0.2888
H 0.523 -2.063 1.229 0.0685
H -0.159 -3.999 -0.178 -0.8650
H 1.527 -4.417 -0.389 0.6221
H 1.666 -3.146 -2.208 0.3322
H 1.387 -1.685 -1.275 0.1483
H -0.683 -3.600 -2.448 0.2897
H -0.320 -2.054 -3.192 0.5358
H -1.042 -1.607 -0.410 0.1090
H -1.967 -1.189 -1.905 0.3980
H -2.160 -4.009 -0.910 -1.0082
H -3.201 -3.069 -1.916 0.4288
H -2.676 -2.396 1.011 0.1088
H -3.948 -1.754 0.031 -0.0537
H -5.354 -3.307 0.820 0.3908
H -4.102 -3.930 1.818 0.4568
H -3.817 -5.229 -0.819 0.5674
H -5.477 -5.224 -0.292 0.3137
H -3.204 -6.089 1.428 -0.2228
H -4.944 -6.293 1.771 0.3131
H -4.368 -7.383 -0.853 0.3661
H -5.061 -8.198 0.517 0.3589
H -1.926 -10.287 -0.530 0.3125
H -3.138 -9.543 -1.527 0.2952
H -1.226 -6.119 -1.568 0.2281
H -0.503 -6.111 0.030 -0.0280
H 0.523 -6.089 -1.406 0.4806
C 3.178 1.907 2.347 -0.9932
N 2.270 1.509 1.285 0.3524
C 0.925 2.078 1.242 -1.1195
C 2.625 0.633 0.340 0.0438
O 1.908 0.263 -0.579 -0.7035
H 2.740 1.649 3.314 0.3616
H 3.340 2.984 2.303 0.3492
H 4.131 1.403 2.244 0.2084
H 0.194 1.270 1.307 0.2667
H 0.780 2.597 0.306 0.3686
H 0.782 2.768 2.067 0.4328
H 3.658 0.257 0.462 0.3379
C -3.425 5.276 -1.766 -0.6432
N -2.143 5.063 -1.124 0.1744
C -1.004 5.887 -1.508 -0.7989
C -1.984 4.120 -0.185 0.0304
O -0.937 3.872 0.396 -0.6389
H -3.322 5.114 -2.844 0.2162
H -3.763 6.301 -1.586 0.3149
H -4.166 4.576 -1.367 0.1971
H -0.205 5.249 -1.886 0.2630
H -0.634 6.423 -0.631 0.2983
H -1.295 6.597 -2.276 0.2442
H -2.912 3.561 0.023 0.3550
C -6.978 1.266 -3.719 -0.9483
N -6.191 1.727 -2.592 0.1931
C -5.232 0.820 -1.979 -1.0257
C -6.316 2.967 -2.092 0.0924
O -5.677 3.400 -1.147 -0.6415
H -7.575 0.401 -3.422 0.3262
H -6.316 0.978 -4.538 0.3388
H -7.645 2.054 -4.064 0.3092
H -5.483 0.675 -0.928 0.3054
H -4.230 1.248 -2.036 0.2789
H -5.247 -0.138 -2.492 0.4425
H -7.065 3.578 -2.623 0.3077
C 6.406 -0.354 6.310 -0.9511
N 6.425 0.509 5.145 0.1431
C 7.507 0.383 4.182 -0.9504
C 5.477 1.430 4.918 0.1298
O 5.453 2.181 3.955 -0.5389
H 7.311 -0.197 6.899 0.3468
H 6.363 -1.398 5.993 0.3464
H 5.538 -0.137 6.929 0.2930
H 8.031 1.334 4.109 0.2765
H 7.092 0.137 3.203 0.3079
H 8.201 -0.395 4.490 0.3678
H 4.697 1.455 5.698 0.3186
C 7.232 4.782 1.347 -0.7455
N 8.521 4.519 1.959 0.0855
C 9.672 5.314 1.566 -0.9697
C 8.682 3.556 2.883 0.7022
O 9.734 3.282 3.438 -0.6389
H 7.301 4.639 0.266 0.3298
H 6.930 5.811 1.552 0.3281
H 6.479 4.106 1.747 0.1611
H 10.447 4.663 1.160 0.2960
H 10.078 5.828 2.438 0.2924
H 9.378 6.044 0.816 0.3861
H 7.747 3.017 3.107 -0.2631
C -3.424 8.821 -6.285 -0.9177
N -2.150 8.590 -5.632 0.0917
C -1.005 9.405 -6.004 -0.9463
C -1.989 7.645 -4.690 0.4591
O -0.944 7.409 -4.110 -0.6677
H -3.320 8.666 -7.361 0.3344
H -3.751 9.847 -6.102 0.3401
H -4.176 8.136 -5.900 0.3127
H -0.205 8.766 -6.380 0.2915
H -0.634 9.939 -5.129 0.2937
H -1.292 10.119 -6.772 0.3839
H -2.916 7.081 -4.479 0.0114
```

The LUMO energy is 0.014 eV. The structure (SMILES) is CCCCCCCCCCCCCCB(I)COC(C)=O.CN(C)C=O.CN(C)C=O.CN(C)C=O.CN(C)C=O.CN(C)C=O.CN(C)C=O. The calculated total energy comes out at -2632.17787 Eh.


A structure of composition C10H23AgNO6 in a non-equilibrium geometry. Source: OMol25; level of theory: ωB97M-V/def2-TZVPD.

```
41
Properties=species:S:1:pos:R:3:lowdin_spin:R:1
Ag 13.610 6.074 18.822 0.4624
C 12.349 6.259 23.043 0.0166
C 12.691 6.269 21.538 0.0101
O 11.961 6.787 20.653 0.3753
O 13.795 5.724 21.179 0.4847
H 11.262 6.298 23.123 0.0060
H 12.718 7.187 23.480 -0.0010
H 12.685 5.321 23.484 0.0043
C 13.964 8.985 15.683 0.0109
C 14.075 7.920 16.814 0.0189
O 13.967 6.752 16.500 0.1219
O 14.123 8.200 18.071 0.3968
H 13.526 9.928 16.014 0.0015
H 13.419 8.630 14.809 0.0036
H 14.992 9.125 15.350 -0.0004
C 11.892 2.362 16.852 0.0049
C 12.406 3.797 17.407 0.0032
C 11.202 4.727 17.303 0.0001
O 11.574 5.993 17.796 0.0041
C 10.966 7.111 17.138 -0.0009
N 12.990 3.830 18.722 0.0570
H 11.988 2.373 15.767 0.0004
H 10.858 2.222 17.168 0.0001
H 12.475 1.539 17.265 0.0000
H 13.164 4.167 16.716 0.0002
H 10.459 4.373 18.017 0.0001
H 10.699 4.717 16.336 0.0000
H 9.878 7.059 17.163 0.0002
H 11.294 6.992 16.105 0.0000
H 11.178 8.097 17.550 -0.0004
H 12.465 3.384 19.462 0.0014
H 13.760 3.178 18.683 0.0009
C 16.773 5.316 20.632 0.0002
C 16.797 5.623 19.106 0.0001
O 15.652 5.174 18.416 0.0154
H 16.057 4.523 20.847 0.0002
H 16.439 6.122 21.286 0.0001
H 17.720 4.915 20.994 0.0000
H 17.666 5.099 18.708 0.0006
H 16.876 6.697 18.935 -0.0003
H 16.079 4.706 17.695 0.0006
```

The expectation value of S² is 2.018. The LUMO energy (alpha / beta) is -2.281 / -7.074 eV. As for the spin multiplicity: 3. Its total charge is +1. The calculated total energy comes out at -1047.61671 Eh.